{
  "formula": "ClH2O2PS",
  "method": "the ωB97M-V functional and the def2-TZVPD basis",
  "e_lumo_ev": -1.4,
  "molar_mass_g_mol": 132.508,
  "orbital_gap_ev": 8.847,
  "smiles": "O=P(=S)Cl.O",
  "total_energy_ev": -36774.80603,
  "symbols": ["O", "P", "S", "Cl", "O", "H", "H"],
  "positions_angstrom": [[3.5145, 0.3927, 1.8030], [3.4303, -0.1582, 0.4332], [3.3644, -2.0172, -0.2531], [3.8885, 1.2575, -0.9477], [-0.0193, 0.2399, 0.1490], [-0.8601, -0.0915, 0.6005], [0.4397, 0.7224, 0.8579]]
}

{
  "formula": "C18H17N2O9PtS",
  "method": "the ωB97M-V functional and the def2-TZVPD basis",
  "spin_multiplicity": 5,
  "e_lumo_ev": [-9.4, -12.3],
  "molar_mass_g_mol": 632.484,
  "orbital_gap_ev": [8.615, 6.203],
  "total_energy_ev": -54397.55212,
  "charge": 3,
  "symbols": ["Pt", "O", "C", "O", "C", "C", "C", "C", "C", "N", "C", "O", "O", "H", "H", "H", "H", "H", "O", "C", "C", "C", "C", "C", "C", "C", "O", "N", "O", "O", "H", "H", "H", "H", "O", "S", "C", "C", "C", "C", "H", "H", "H", "H", "H", "H", "H", "H"],
  "positions_angstrom": [[-0.5755, 0.2386, 0.7814], [-3.1814, 3.8196, -0.1302], [-2.4402, 2.7992, 0.2172], [-2.2110, 1.8225, -0.4710], [-1.9122, 2.9354, 1.6175], [-2.2061, 4.0178, 2.4335], [-1.7683, 3.9907, 3.7479], [-1.1101, 2.8596, 4.2167], [-0.8585, 1.8202, 3.3403], [-1.2138, 1.8876, 2.0487], [-0.2827, 0.4883, 3.7325], [0.0949, 0.2378, 4.9490], [-0.1902, -0.4058, 2.8961], [-3.5842, 3.7003, -1.0058], [-2.7750, 4.8510, 2.0464], [-1.9673, 4.8218, 4.4113], [-0.8202, 2.8140, 5.2584], [-0.0143, 0.9612, 5.5830], [-0.9046, -1.8065, 0.1565], [-0.2069, -2.7578, 0.5086], [1.1744, -2.7018, 0.9568], [1.7800, -3.8847, 1.2898], [3.1445, -3.9032, 1.6320], [3.9490, -2.7689, 1.6068], [3.3793, -1.5744, 1.2450], [1.9649, -1.4799, 0.9474], [1.5022, -0.3392, 0.6881], [3.7490, -5.2098, 1.9982], [4.8287, -5.1630, 2.5275], [3.0933, -6.1854, 1.7153], [-0.6544, -3.7570, 0.4510], [1.2447, -4.8278, 1.2863], [4.9957, -2.8516, 1.8695], [3.9523, -0.6573, 1.2059], [-0.1418, 0.2373, -2.0310], [-0.8659, -0.1850, -3.2403], [0.2155, -0.6571, -4.6323], [-0.4384, 0.0536, -5.8156], [-0.9774, 1.4044, -5.3215], [-1.8106, 1.1308, -4.0684], [0.2520, -1.7425, -4.6953], [1.1916, -0.2543, -4.3504], [-1.2443, -0.5576, -6.2234], [0.3077, 0.1848, -6.5988], [-1.6135, 1.8676, -6.0749], [-0.1632, 2.0914, -5.0884], [-2.7930, 0.7095, -4.2883], [-1.8949, 1.9255, -3.3289]]
}

{
  "formula": "C28H62N2O2P",
  "method": "the ωB97M-V functional and the def2-TZVPD basis",
  "e_lumo_ev": -2.9,
  "molar_mass_g_mol": 489.790,
  "orbital_gap_ev": 9.642,
  "total_energy_ev": -46400.93978,
  "charge": 1,
  "symbols": ["C", "C", "C", "C", "C", "C", "O", "C", "C", "N", "C", "P", "C", "O", "N", "H", "H", "H", "H", "H", "H", "H", "H", "H", "H", "H", "H", "H", "H", "H", "H", "H", "H", "H", "H", "C", "C", "C", "C", "C", "C", "H", "H", "H", "H", "H", "H", "H", "H", "H", "H", "H", "H", "H", "H", "C", "C", "C", "C", "C", "C", "H", "H", "H", "H", "H", "H", "H", "H", "H", "H", "H", "H", "H", "H", "C", "C", "C", "C", "C", "C", "H", "H", "H", "H", "H", "H", "H", "H", "H", "H", "H", "H", "H", "H"],
  "positions_angstrom": [[2.9300, -3.4697, 0.5069], [2.6573, -1.9509, 0.3943], [3.6028, -1.1599, 1.3208], [1.1613, -1.6935, 0.6823], [0.3058, -2.2883, -0.4613], [0.8391, -0.2187, 0.9179], [0.0246, -0.0011, 2.1072], [-1.1573, -0.5756, 2.1249], [-1.7450, -1.2922, 3.1084], [-3.0042, -1.6182, 2.6452], [-3.1997, -1.1458, 1.4239], [-4.5731, -1.3521, 0.2076], [-5.9840, -1.4517, 1.3553], [-4.6185, 0.1958, -0.3083], [-2.0814, -0.4881, 1.0957], [2.7541, -3.9905, -0.4342], [2.2734, -3.9373, 1.2453], [3.9507, -3.6676, 0.8241], [2.8705, -1.6940, -0.6460], [3.0867, -0.7660, 2.1969], [4.4513, -1.7557, 1.6421], [4.0095, -0.2900, 0.8005], [0.9190, -2.2324, 1.6020], [-0.0514, -1.4815, -1.1083], [0.9001, -2.9276, -1.1084], [-0.5771, -2.8197, -0.1063], [1.7118, 0.3997, 1.0879], [0.3108, 0.2217, 0.0668], [-1.3591, -1.5716, 4.0720], [-3.6824, -2.1623, 3.1536], [-6.8473, -1.0774, 0.8051], [-5.8592, -0.8636, 2.2621], [-6.1726, -2.4956, 1.6046], [-4.9338, 0.8198, 0.3634], [-1.9329, -0.0187, 0.2143], [-5.2718, 2.5197, 2.2550], [-3.8247, 2.9019, 1.9563], [-2.8383, 2.4437, 3.0289], [-3.0533, 3.0476, 4.4163], [-3.0158, 4.5743, 4.4562], [-1.6776, 5.1617, 4.0171], [-5.6332, 2.9824, 3.1723], [-5.9395, 2.8345, 1.4497], [-5.3713, 1.4358, 2.3761], [-3.7543, 3.9815, 1.8142], [-3.5231, 2.4574, 1.0005], [-1.8241, 2.6689, 2.6863], [-2.8919, 1.3503, 3.1140], [-2.2818, 2.6555, 5.0856], [-4.0077, 2.7024, 4.8247], [-3.2286, 4.8955, 5.4778], [-3.8180, 4.9875, 3.8382], [-0.8655, 4.7904, 4.6453], [-1.6875, 6.2485, 4.0940], [-1.4429, 4.9115, 2.9808], [-0.1085, -6.9933, -5.7813], [1.3348, -6.6164, -5.4601], [1.5528, -6.2263, -3.9991], [0.7611, -5.0015, -3.5389], [1.0142, -3.7244, -4.3377], [2.4593, -3.2395, -4.2602], [-0.7919, -6.1584, -5.6172], [-0.2083, -7.2959, -6.8238], [-0.4396, -7.8274, -5.1593], [1.6557, -5.8043, -6.1181], [1.9832, -7.4648, -5.6900], [2.6200, -6.0565, -3.8321], [1.2817, -7.0732, -3.3613], [1.0021, -4.8122, -2.4860], [-0.3084, -5.2289, -3.5652], [0.3564, -2.9381, -3.9540], [0.7325, -3.8687, -5.3833], [2.7530, -3.0534, -3.2229], [2.5908, -2.3102, -4.8156], [3.1533, -3.9696, -4.6771], [3.9786, 3.1161, 1.3863], [2.6464, 3.5836, 0.8072], [2.5107, 3.3269, -0.6933], [3.5371, 4.0506, -1.5660], [3.5509, 5.5701, -1.4084], [2.2331, 6.2353, -1.7948], [4.8202, 3.6471, 0.9413], [4.0176, 3.2863, 2.4628], [4.1270, 2.0473, 1.2126], [2.5066, 4.6449, 1.0255], [1.8332, 3.0609, 1.3232], [1.5012, 3.6048, -1.0112], [2.5992, 2.2491, -0.8786], [3.3361, 3.8043, -2.6130], [4.5364, 3.6616, -1.3540], [4.3498, 5.9732, -2.0346], [3.8089, 5.8394, -0.3807], [1.9728, 6.0092, -2.8308], [2.3014, 7.3189, -1.6976], [1.4096, 5.9027, -1.1603]]
}

{
  "formula": "Cl6CuO24",
  "method": "the ωB97M-V functional and the def2-TZVPD basis",
  "e_lumo_ev": 10.1,
  "molar_mass_g_mol": 660.240,
  "orbital_gap_ev": 7.578,
  "total_energy_ev": -168857.32122,
  "charge": -5,
  "symbols": ["Cu", "Cl", "O", "O", "O", "O", "Cl", "O", "O", "O", "O", "Cl", "O", "O", "O", "O", "Cl", "O", "O", "O", "O", "Cl", "O", "O", "O", "O", "Cl", "O", "O", "O", "O"],
  "positions_angstrom": [[22.4548, -12.8809, -22.8919], [23.1145, -7.6066, -23.7725], [22.7800, -6.2825, -23.9186], [23.1596, -8.2047, -22.5917], [22.1671, -8.3140, -24.6766], [24.4442, -7.7053, -24.3112], [23.6215, -16.7812, -21.7281], [23.4170, -16.0662, -20.4774], [23.1550, -18.0918, -21.6645], [23.0280, -16.2414, -22.8828], [25.0612, -16.9888, -21.8619], [23.3135, -12.0382, -19.3086], [24.7662, -11.7178, -19.4178], [23.1297, -13.1834, -18.4757], [22.7904, -10.8816, -18.5847], [22.7444, -12.1005, -20.6482], [18.4641, -16.5587, -21.7814], [17.1036, -16.8135, -21.9219], [18.7453, -15.1320, -21.7993], [18.7459, -17.0002, -20.4444], [19.3876, -17.2751, -22.6255], [24.7985, -10.8853, -27.4324], [23.5174, -10.2756, -27.4790], [25.1791, -10.9192, -26.0412], [24.7956, -12.1924, -27.8205], [25.7156, -10.0161, -28.2620], [20.5748, -13.9180, -25.9591], [21.9383, -13.7094, -26.2741], [19.7496, -14.0936, -27.2129], [20.2735, -15.1250, -25.2054], [20.2678, -12.8076, -25.1449]]
}

{
  "formula": "C57H54BaF2N5OPS",
  "method": "the ωB97M-V functional and the def2-TZVPD basis",
  "e_lumo_ev": 0.3,
  "molar_mass_g_mol": 1063.458,
  "orbital_gap_ev": 6.270,
  "total_energy_ev": -95736.50065,
  "symbols": ["Ba", "C", "C", "C", "C", "C", "C", "C", "N", "N", "C", "C", "C", "C", "C", "C", "N", "C", "C", "C", "C", "C", "C", "N", "H", "H", "H", "H", "H", "H", "H", "H", "H", "H", "H", "H", "H", "H", "H", "H", "H", "H", "H", "H", "F", "C", "C", "C", "C", "C", "F", "C", "C", "C", "C", "C", "C", "N", "H", "H", "H", "H", "H", "H", "C", "C", "C", "C", "C", "C", "P", "C", "C", "C", "C", "C", "C", "C", "C", "C", "C", "C", "C", "H", "H", "H", "H", "H", "H", "H", "H", "H", "H", "H", "H", "H", "H", "H", "C", "C", "C", "C", "C", "C", "C", "S", "C", "O", "H", "H", "H", "H", "H", "H", "H", "H", "H", "H", "C", "H", "H", "H"],
  "positions_angstrom": [[0.2548, -0.6292, -0.1038], [2.5065, 2.5971, 0.3796], [2.7111, 2.6776, 1.8838], [2.2962, 1.4998, 2.7346], [2.0163, 1.7076, 4.0814], [1.6878, 0.6275, 4.8823], [1.6623, -0.6353, 4.3167], [1.9658, -0.7537, 2.9709], [2.2641, 0.2852, 2.1829], [1.1116, 2.5637, -0.0907], [0.2323, 3.4765, 0.6222], [-0.3713, 2.8988, 1.8816], [-0.6718, 3.7294, 2.9549], [-1.2632, 3.1857, 4.0824], [-1.5218, 1.8255, 4.1062], [-1.1933, 1.0747, 2.9886], [-0.6411, 1.5947, 1.8925], [1.1169, 2.8741, -1.5188], [-0.1867, 2.5720, -2.2125], [-0.8843, 3.5406, -2.9184], [-2.0492, 3.1821, -3.5862], [-2.4651, 1.8654, -3.5417], [-1.7102, 0.9615, -2.8043], [-0.6133, 1.3073, -2.1355], [3.0099, 3.4800, -0.0502], [3.0082, 1.7164, -0.0235], [3.7873, 2.8210, 2.0305], [2.2464, 3.5798, 2.2892], [2.0437, 2.7123, 4.4846], [1.4520, 0.7716, 5.9296], [1.4038, -1.5170, 4.8877], [1.9578, -1.7196, 2.4892], [0.7312, 4.4306, 0.8561], [-0.5982, 3.7378, -0.0397], [-0.4351, 4.7850, 2.9004], [-1.5073, 3.8117, 4.9314], [-1.9676, 1.3420, 4.9650], [-1.3732, 0.0057, 2.9707], [1.4000, 3.9257, -1.6974], [1.8820, 2.2397, -1.9690], [-0.5147, 4.5583, -2.9413], [-2.6206, 3.9238, -4.1308], [-3.3591, 1.5272, -4.0481], [-1.9881, -0.0860, -2.7433], [-2.9798, -3.3269, 4.5361], [-1.9084, -3.4347, 3.7089], [-1.7064, -2.4829, 2.7291], [-0.6141, -2.5262, 1.8500], [0.2437, -3.6446, 2.0076], [0.0082, -4.5740, 3.0170], [0.8683, -5.6146, 3.2154], [-1.0519, -4.4988, 3.8973], [1.3745, -3.8664, 1.0564], [1.7363, -5.1460, 0.6209], [2.7751, -5.2954, -0.2743], [3.4540, -4.1710, -0.7257], [3.0240, -2.9411, -0.2705], [2.0112, -2.7855, 0.5824], [-2.4597, -1.6998, 2.6723], [-1.1932, -5.2326, 4.6767], [1.1914, -6.0076, 0.9743], [3.0522, -6.2828, -0.6219], [4.2813, -4.2437, -1.4186], [3.5080, -2.0238, -0.5933], [-5.8785, -1.5663, 3.9230], [-5.8555, -2.2623, 2.7254], [-5.2056, -1.7340, 1.6176], [-4.5658, -0.5010, 1.6973], [-4.5953, 0.1941, 2.9085], [-5.2503, -0.3310, 4.0103], [-3.5298, 0.1657, 0.3426], [-4.2358, -0.6517, -1.1344], [-5.2152, -0.0963, -1.9559], [-5.6312, -0.7651, -3.0985], [-5.0760, -1.9949, -3.4301], [-4.1000, -2.5546, -2.6186], [-3.6771, -1.8817, -1.4804], [-4.1551, 1.8804, 0.2167], [-3.2474, 2.8409, -0.2196], [-3.6239, 4.1698, -0.3563], [-4.9196, 4.5536, -0.0455], [-5.8343, 3.6050, 0.3960], [-5.4554, 2.2778, 0.5270], [-6.3763, -1.9860, 4.7873], [-6.3384, -3.2281, 2.6496], [-5.1907, -2.2938, 0.6914], [-4.1025, 1.1566, 2.9872], [-5.2641, 0.2213, 4.9418], [-5.6455, 0.8668, -1.7126], [-6.3912, -0.3251, -3.7325], [-5.3994, -2.5110, -4.3255], [-3.6382, -3.4988, -2.8755], [-2.8796, -2.3072, -0.8797], [-2.2373, 2.5305, -0.4552], [-2.9038, 4.9029, -0.7011], [-5.2186, 5.5897, -0.1419], [-6.8463, 3.9022, 0.6406], [-6.1705, 1.5449, 0.8819], [-1.1400, 1.5555, -7.1243], [-0.1725, 0.9326, -6.1574], [-0.2503, -0.4150, -5.8307], [0.6095, -0.9764, -4.8946], [1.5698, -0.1760, -4.3012], [1.6780, 1.1711, -4.6215], [0.8063, 1.7176, -5.5434], [2.6059, -0.9050, -3.0497], [4.1369, -0.9276, -3.9948], [2.8214, 0.1335, -1.9817], [-1.7477, 0.7995, -7.6197], [-0.6198, 2.1322, -7.8903], [-1.8133, 2.2384, -6.6008], [-1.0135, -1.0333, -6.2886], [0.5035, -2.0097, -4.5936], [2.4246, 1.7843, -4.1305], [0.8742, 2.7714, -5.7895], [4.3907, 0.0901, -4.2907], [4.0045, -1.5635, -4.8689], [4.9097, -1.3356, -3.3447], [-0.4303, -2.4634, -2.1170], [-1.1278, -2.2830, -2.9515], [-0.8949, -3.2659, -1.5155], [0.4600, -2.9311, -2.5701]]
}

{
  "formula": "C11H18GdN3O6P",
  "method": "the ωB97M-V functional and the def2-TZVPD basis",
  "spin_multiplicity": 8,
  "e_lumo_ev": [-12.7, -14.6],
  "molar_mass_g_mol": 476.504,
  "orbital_gap_ev": [6.105, 3.357],
  "total_energy_ev": -58548.22583,
  "charge": 3,
  "symbols": ["O", "C", "Gd", "O", "C", "C", "O", "C", "O", "C", "O", "C", "N", "C", "P", "O", "N", "C", "C", "N", "C", "C", "H", "H", "H", "H", "H", "H", "H", "H", "H", "H", "H", "H", "H", "H", "H", "H", "H", "H"],
  "positions_angstrom": [[-0.2945, 2.9654, -4.2357], [-0.2871, 1.9154, -3.7556], [-0.2830, -0.3249, -2.6704], [-0.2984, -2.1860, -5.7719], [-0.2833, -1.5514, -4.8119], [-0.3042, -2.8225, -2.4173], [-0.3085, -3.8798, -1.9668], [-2.7550, -0.8305, -2.8907], [-3.8550, -1.1829, -2.9226], [2.1734, -0.8284, -2.9587], [3.2800, -1.1578, -2.9876], [2.3745, 1.2880, 1.7870], [1.7335, 0.3670, 0.8356], [2.5530, -0.8314, 0.5752], [0.0965, 0.1353, 0.7947], [-0.1490, -0.6403, -0.4988], [-0.4635, -0.8069, 2.0274], [-1.4948, -1.8369, 1.8287], [-0.2571, -0.4119, 3.4320], [-0.7632, 1.5589, 0.7516], [-0.2350, 2.6946, -0.0290], [-2.2203, 1.3910, 0.5828], [3.3465, 1.5858, 1.3619], [2.5815, 0.8129, 2.7645], [1.7727, 2.1902, 1.9328], [2.5698, -1.5164, 1.4407], [2.1858, -1.3627, -0.3038], [3.5842, -0.5164, 0.3659], [-1.4370, -2.2408, 0.8147], [-1.3088, -2.6591, 2.5357], [-2.5185, -1.4616, 2.0146], [-0.4809, -1.2739, 4.0775], [0.7948, -0.1344, 3.5967], [-0.9045, 0.4324, 3.7387], [-0.2235, 2.5075, -1.1243], [-0.8954, 3.5574, 0.1426], [0.7745, 2.9588, 0.3058], [-2.5003, 1.0265, -0.4210], [-2.6016, 0.7017, 1.3395], [-2.6983, 2.3682, 0.7193]]
}